{
  "formula": "C3H14O4",
  "method": "ωB97M-V/def2-TZVPD",
  "homo_ev": -9.707,
  "smiles": "C=CC.O.O.O.O",
  "lumo_energy_ev": 0.33,
  "de_lowest_kcal_mol": 45.75,
  "species": ["C", "C", "C", "H", "H", "H", "H", "H", "H", "H", "H", "O", "H", "H", "O", "H", "H", "O", "H", "H", "O"],
  "positions_angstrom": [[-2.2732, -1.5275, -0.2650], [-2.0611, -0.8266, 1.0874], [-0.9521, -0.9571, 1.8127], [-1.3291, -1.8011, -0.8499], [-3.0735, -2.3384, -0.2466], [-2.7039, -0.7402, -1.0301], [-3.0237, -0.2454, 1.4091], [-0.8331, -0.6058, 2.8145], [-0.1314, -1.6506, 1.3293], [2.4710, -0.6004, -0.2023], [1.7734, -1.9176, -0.2042], [2.5750, -1.4861, -0.5344], [1.4491, -0.2101, -2.1533], [0.6287, 0.8603, -2.8034], [0.4267, 0.0353, -2.2556], [3.1600, 1.8377, 0.6769], [1.7135, 1.9295, 0.1236], [2.3987, 1.2714, 0.3523], [-0.2662, 3.7411, 0.1112], [-0.1041, 2.1965, 0.2289], [0.1554, 3.0350, 0.5986]],
  "forces_ev_per_a": [[-0.5220, 1.5678, -2.1392], [-1.7240, -0.0177, -0.4714], [0.7696, -1.8051, -1.8443], [-1.1203, -0.1659, 1.3512], [1.3128, 0.8326, 0.1637], [0.5041, -1.2851, 1.5235], [2.0959, -0.9957, -0.1999], [0.2070, 0.3540, 0.2912], [-1.4874, 1.5769, 1.2924], [0.1774, 1.0616, 0.4212], [0.2918, -0.0846, -0.2048], [-0.4514, -0.8291, -0.2447], [-3.1707, -0.0366, 0.2057], [-1.0724, -1.3898, 0.8861], [4.2293, 1.3807, -0.9831], [-1.3790, -1.1309, -0.5518], [0.4846, -0.2186, 0.2884], [1.1633, 1.3323, 0.3023], [-0.2336, -0.0358, -0.2952], [-0.7483, -0.3983, -0.2879], [0.6733, 0.2873, 0.4966]]
}

{
  "formula": "C15H26ClCoO2P2",
  "method": "ωB97M-V/def2-TZVPD",
  "homo_ev": [-14.321, -15.717],
  "multiplicity": 5,
  "charge": 2,
  "lumo_energy_ev": [-8.80, -9.97],
  "de_lowest_kcal_mol": 0.00,
  "species": ["C", "C", "H", "H", "H", "O", "Cl", "Co", "P", "C", "C", "H", "H", "H", "H", "H", "H", "C", "H", "H", "H", "P", "C", "C", "H", "H", "H", "C", "H", "H", "H", "H", "H", "H", "C", "O", "C", "C", "C", "C", "C", "C", "H", "H", "H", "H", "H"],
  "positions_angstrom": [[1.0061, -2.8680, -2.1250], [-0.1643, -2.3904, -1.4509], [1.0663, -3.9732, -2.0438], [1.9025, -2.4081, -1.6647], [0.9724, -2.5714, -3.1912], [-1.3097, -2.6048, -1.2943], [1.8973, 1.6268, 0.7032], [0.6595, -0.1137, -0.1614], [1.0860, -1.4630, 1.4198], [-0.2645, -2.4052, 2.2113], [2.2594, -2.7565, 0.9497], [2.7043, -3.1480, 1.8735], [2.0706, -1.4936, 3.6591], [3.0478, -2.3251, 0.3201], [2.9451, -0.3971, 2.5279], [-0.7683, -3.0124, 1.4488], [1.7450, -3.5601, 0.4115], [1.9601, -0.7386, 2.8678], [0.1536, -3.0487, 2.9975], [1.4140, 0.1284, 3.2533], [-1.0026, -1.7214, 2.6475], [0.2743, 0.8420, -2.0077], [-1.4371, 0.9266, -2.6457], [0.8056, 2.6031, -2.1064], [2.1509, -0.3059, -3.0217], [1.4415, 0.9647, -4.0670], [0.6053, -0.6139, -3.9023], [1.2121, 0.1366, -3.3833], [1.8987, 2.6251, -2.0168], [0.4926, 3.0391, -3.0659], [-1.4379, 1.4946, -3.5861], [-2.0926, 1.4176, -1.9145], [0.3827, 3.1787, -1.2764], [-1.8032, -0.0944, -2.8121], [-1.1862, 0.0918, 0.4137], [-2.1599, -0.5882, 0.1708], [-1.9514, 3.4198, 2.8556], [-1.9301, 3.5898, 1.4664], [-1.5141, 2.5454, 0.6513], [-1.1759, 1.3203, 1.2457], [-1.0704, 1.1819, 2.6421], [-1.4937, 2.2367, 3.4483], [-2.2940, 4.2337, 3.4921], [-2.2551, 4.5205, 1.0056], [-1.4607, 2.6322, -0.4336], [-0.6935, 0.2373, 3.0585], [-1.4587, 2.1169, 4.5397]],
  "forces_ev_per_a": [[1.7905, -0.8026, -0.6574], [-2.6948, 0.5503, 0.8012], [-0.0647, 0.4346, -0.1550], [-0.4338, -0.4483, -0.4942], [-0.1215, -0.2812, 0.4862], [2.1238, 0.0172, -0.4591], [-0.3242, -1.4688, -0.8452], [1.9427, 2.1939, 1.1549], [0.5449, -2.4003, 3.4469], [-0.1789, 0.1066, -0.3743], [0.1574, -0.0743, -0.3389], [-0.0683, 0.0091, -0.2801], [-0.1136, 0.0771, -0.3534], [-0.0088, -0.2364, 0.1808], [-0.2034, -0.0518, 0.1526], [0.0048, 0.0424, 0.2918], [0.2201, 0.0852, 0.1571], [-0.0313, 0.4492, -0.2796], [-0.0947, 0.1688, -0.2561], [0.2261, -0.1810, -0.0582], [0.1372, -0.3127, -0.0566], [-1.1298, 2.3424, -3.3547], [0.0375, -0.3243, 0.2351], [0.1654, -0.1023, 0.4939], [-0.1856, 0.1492, -0.2930], [-0.0102, -0.3289, 0.0610], [0.2203, 0.1902, 0.0303], [0.2995, -0.2308, -0.1225], [-0.2648, 0.0889, -0.0227], [0.0205, -0.3134, 0.2182], [-0.0029, -0.2070, 0.2444], [0.0963, -0.1668, -0.3544], [0.1942, -0.0771, -0.2368], [-0.0938, 0.2822, -0.0375], [-4.9780, -1.3918, 0.1611], [3.1056, 1.6313, 0.4112], [0.1403, 0.0205, 0.0714], [0.0580, -0.2408, -0.0595], [0.1029, -0.2909, -0.0294], [-0.1450, 0.8661, 0.8684], [-0.0040, -0.1864, -0.1609], [0.2087, -0.2826, -0.0503], [0.0744, -0.1685, -0.1632], [0.0938, -0.1627, 0.2029], [-0.2984, 0.2002, 0.4314], [-0.4379, 0.6614, -0.0271], [-0.0763, 0.1650, -0.5806]]
}

{
  "formula": "C22H45LaN2P3SSe",
  "method": "ωB97M-V/def2-TZVPD",
  "homo_ev": -15.992,
  "charge": 3,
  "lumo_energy_ev": -9.34,
  "de_lowest_kcal_mol": 36.66,
  "species": ["La", "P", "P", "P", "H", "C", "C", "H", "C", "C", "C", "C", "C", "C", "C", "C", "C", "H", "H", "H", "H", "H", "H", "H", "H", "H", "H", "H", "H", "H", "H", "H", "H", "H", "H", "H", "H", "H", "H", "H", "H", "H", "H", "H", "H", "H", "C", "C", "C", "C", "C", "C", "S", "H", "H", "H", "H", "H", "H", "C", "N", "C", "C", "N", "C", "C", "Se", "H", "H", "H", "H", "H", "H", "H", "H"],
  "positions_angstrom": [[-1.3659, 0.6690, 0.2472], [-0.2804, -0.8302, -2.2133], [0.6559, -1.2551, 1.2269], [2.4245, 2.6196, -0.2820], [-4.0548, 5.8324, 0.1876], [-3.0692, 5.7076, -0.2942], [-2.9048, 4.9700, -1.3945], [-3.6840, 4.3347, -1.8245], [-1.5769, -1.9615, -2.8531], [1.0855, -2.0612, -2.1107], [0.2138, 0.0225, -3.7564], [0.5188, -0.8229, 3.0061], [-0.0024, -2.9748, 1.2341], [2.4312, -1.6593, 1.1196], [3.0680, 4.2209, -0.7920], [3.2133, 1.2867, -1.1945], [2.4660, 2.2975, 1.4780], [-2.2570, 6.3406, 0.0981], [-2.0309, 5.0995, -2.0363], [-2.5528, -1.4610, -2.8810], [-1.6551, -2.8368, -2.1981], [-1.2849, -2.2809, -3.8619], [0.9023, -2.7665, -1.2880], [2.0261, -1.5252, -1.9294], [1.1529, -2.6168, -3.0588], [-0.3179, 0.9818, -3.8161], [-0.0322, -0.6123, -4.6213], [1.2963, 0.2092, -3.7389], [1.2365, -1.4470, 3.5543], [-0.4938, -1.0068, 3.3905], [0.7715, 0.2364, 3.1599], [0.8345, -3.6751, 1.3392], [-0.5411, -3.2009, 0.3056], [-0.6951, -3.1078, 2.0698], [2.6437, -2.4070, 1.8965], [3.0523, -0.7733, 1.2933], [2.6812, -2.0847, 0.1401], [4.0831, 4.3608, -0.3856], [2.3598, 4.9675, -0.3854], [3.0711, 4.2500, -1.8991], [4.2648, 1.5495, -1.3860], [2.7244, 1.1472, -2.1735], [3.1835, 0.3258, -0.6555], [3.3455, 2.8097, 1.9024], [2.5526, 1.2233, 1.7102], [1.5528, 2.7085, 1.9418], [-1.6792, 3.1022, -0.2087], [-1.1982, 3.5832, 1.0422], [-2.1090, 3.7492, 2.0983], [-3.4517, 3.4080, 1.9435], [-3.8899, 2.6749, 0.8268], [-3.0119, 2.5158, -0.2663], [-0.6807, 3.0900, -1.6202], [1.1243, 2.8623, -0.9735], [-0.2511, 4.1352, 1.0089], [-1.8098, 4.2295, 3.0376], [-4.1446, 3.6681, 2.7498], [-4.9135, 2.2639, 0.7912], [-3.3898, 2.2100, -1.2449], [-3.2122, -2.0845, 3.3841], [-3.3420, -3.0857, 2.3535], [-3.2650, -4.4466, 2.5836], [-3.3176, -5.0683, 1.3849], [-3.4405, -4.0743, 0.4197], [-3.4460, -4.3364, -1.0030], [-3.4487, -2.8298, 1.0055], [-3.6694, -1.1650, 0.1768], [-2.1582, -1.9433, 3.6681], [-3.7590, -2.4104, 4.2767], [-3.6181, -1.1450, 2.9977], [-3.1962, -4.8594, 3.5724], [-3.2942, -6.1112, 1.1297], [-4.1222, -5.1717, -1.2167], [-3.7891, -3.4324, -1.5151], [-2.4427, -4.6140, -1.3583]],
  "forces_ev_per_a": [[0.9122, -1.6582, -0.5391], [0.1815, -0.8874, -0.8816], [0.6898, -0.9765, 0.7542], [-0.3405, 0.3232, -1.8652], [0.6849, -0.3946, -0.0605], [-0.4921, 0.5707, -0.3049], [-0.4714, 1.6642, -0.4961], [0.0339, 0.4904, 0.1569], [-0.2624, 0.1545, 0.0922], [0.0286, 0.1620, 0.2990], [-0.1071, 0.4692, 0.1400], [0.1458, 0.1105, 0.0843], [-0.3505, -0.0595, -0.2522], [0.3521, 0.2129, -0.1065], [0.5731, -0.0369, 0.6053], [0.5975, -0.4136, -0.3104], [-0.0294, 0.2384, 0.6892], [-0.4798, -0.2217, -0.3407], [-0.3037, -0.0950, 0.4808], [0.1947, -0.1967, -0.1177], [0.0373, 0.2872, -0.1785], [-0.1515, -0.0004, 0.2591], [0.1520, 0.1245, -0.3500], [-0.1223, -0.2731, -0.1084], [-0.0016, 0.2114, 0.3106], [0.1897, -0.2571, -0.2280], [0.1492, 0.2833, 0.2830], [-0.3066, 0.0136, -0.0763], [-0.2771, 0.2132, 0.1426], [0.3508, 0.1188, -0.0866], [-0.0064, -0.2731, 0.1494], [-0.2525, 0.0889, 0.0242], [0.0991, -0.0179, 0.2083], [0.1119, -0.0391, -0.1115], [0.0443, 0.2395, -0.1957], [-0.0145, -0.2864, -0.0022], [-0.0532, 0.1161, 0.2858], [-0.3547, 0.2867, -0.3072], [0.4990, -0.1333, -0.2963], [-0.0180, 0.0361, 0.5895], [-0.2292, -0.2128, 0.0834], [0.1348, 0.2155, 0.3993], [-0.0005, 0.4512, -0.1411], [-0.3246, -0.1801, -0.0003], [-0.0665, 0.4782, -0.2451], [0.4560, -0.0997, -0.0219], [-0.8876, 1.3757, 0.3805], [-0.5916, 0.0362, -0.9309], [-0.0962, 0.2876, 0.0090], [-0.1370, -0.6380, 0.5618], [0.4032, -0.0191, -0.4815], [-0.1617, 1.6170, 0.9151], [-0.5050, -1.6278, -0.1298], [0.1948, -0.8386, 1.3827], [-0.2110, -0.5079, 0.3499], [0.0110, -0.1282, -0.4727], [0.1891, -0.2767, -0.3284], [0.5949, 0.4191, -0.0917], [0.1486, -0.3328, 0.2005], [-0.0804, 0.3408, 0.4986], [0.0074, 0.0477, -1.2666], [-0.0030, 0.1478, -0.3518], [-0.1146, 0.8724, -0.1803], [0.2511, 0.9509, 0.8356], [-0.2090, -0.1731, -0.6309], [0.3945, -2.2021, 1.1048], [-0.2577, -0.0557, -0.0292], [-0.3697, -0.1520, -0.1156], [0.0575, 0.2073, -0.2667], [-0.0182, -0.1851, 0.2739], [0.0030, 0.0237, 0.1269], [-0.0427, -0.0770, -0.0488], [0.0874, 0.2810, 0.0367], [0.0249, -0.3339, 0.0217], [-0.2842, 0.0932, 0.2138]]
}